No. 1
{
  "formula": "C5H10N3P",
  "method": "ωB97M-V/def2-TZVPD",
  "elements": ["P", "N", "N", "N", "C", "C", "C", "C", "C", "H", "H", "H", "H", "H", "H", "H", "H", "H", "H"],
  "xyz": [[-0.8612, 0.3140, -2.7510], [0.2895, 0.5003, 1.1140], [-0.6525, 2.5091, 0.1591], [0.6776, -0.7588, 0.8547], [-0.4296, 1.1684, 0.2821], [0.5567, -2.4944, -0.8472], [0.6297, 0.9429, 2.4421], [-0.3786, -0.0465, -1.0642], [0.2935, -1.0629, -0.3906], [-1.9654, -0.6329, -2.6956], [1.1670, -3.1430, -0.1521], [-1.0832, 2.8304, -0.6623], [1.7262, 0.7427, 2.7071], [-1.0738, 2.7773, 0.9866], [0.0672, -0.6295, -3.0588], [0.3166, 2.0390, 2.5969], [-0.0176, 0.3006, 3.1643], [-0.3831, -2.9347, -0.8933], [1.1212, -2.4219, -1.7916]],
  "de_lowest_kj_mol": 226.8,
  "smiles": "Cc1nn(C)c(N)c1P",
  "lumo_energy_ev": 0.7,
  "gap_ev": 8.1,
  "total_energy_ha": -702.011246
}

***

No. 2
{
  "formula": "C5H10O",
  "method": "ωB97M-V/def2-TZVPD",
  "elements": ["O", "C", "C", "C", "C", "C", "H", "H", "H", "H", "H", "H", "H", "H", "H", "H"],
  "xyz": [[0.2053, 1.9741, 0.3070], [-0.8486, 0.0311, -0.4910], [0.6868, -0.5176, 0.3185], [2.0856, -0.1941, -0.2384], [-0.5191, 1.4785, -0.5230], [-1.8517, -0.5242, 0.5188], [-1.6037, -0.1242, 1.4983], [-1.6938, -1.6091, 0.5365], [0.5007, -1.5793, 0.3755], [2.2198, 0.8854, -0.3573], [-0.8185, 2.0915, -1.3917], [-2.9206, -0.3728, 0.3371], [2.2661, -0.6941, -1.1911], [-1.2884, -0.2080, -1.5050], [2.8971, -0.5079, 0.4447], [0.6829, -0.1291, 1.3611]],
  "de_lowest_kj_mol": 184.4,
  "smiles": "CC[C@@H](C)C=O",
  "lumo_energy_ev": 0.9,
  "gap_ev": 10.5,
  "total_energy_ha": -271.682395
}